Record 1
DFT (ωB97M-V/def2-TZVPD) results for C5H7NO2 in the gas phase at a distorted geometry.

## Properties
- SMILES string = O=C1N2CCC[C@@]12O
- energy above the lowest of the compared OMol25 structures with the same formula, charge and spin (eV) = 2.567
- total charge = 0
- LUMO energy (eV) = 0.67

CARTESIAN COORDINATES (ANGSTROEM)
C -0.2130 -1.7415 -0.3772
C 0.5185 1.2550 -0.6196
C -0.9815 0.7041 -0.1692
C 1.5173 0.2324 -0.1066
C -0.6223 -0.6901 0.5466
N 0.7691 -0.9295 0.1888
O -0.4753 -2.6639 -1.0797
O -1.0013 -0.9253 1.8714
H 0.6434 1.3523 -1.6750
H 0.8328 2.1725 -0.0153
H -1.6122 1.2515 0.5823
H -1.5619 0.4600 -1.0876
H 2.2297 0.0123 -0.8005
H 1.9250 0.5707 0.8336
H -1.9681 -1.0605 1.9080

Results of the Mulliken charge analysis, in e, for atoms 1 through 2: 0.218 -0.409


Record 2
DFT (ωB97M-V/def2-TZVPD) results for C31H30IrN6OSSe2 as an isolated structure at a distorted geometry.

## Properties
- energy above the lowest of the compared OMol25 structures with the same formula, charge and spin (eV) = 0.982
- total charge = +4
- ⟨S²⟩ = 0.77
- multiplicity = 2
- LUMO energy (spin up / spin down) (eV) = -11.01 / -12.95

CARTESIAN COORDINATES (ANGSTROEM)
Ir -0.4889 -0.1551 1.6529
Se -0.5172 -2.9387 2.5289
Se -1.6821 -2.2685 4.4446
C -0.7583 -0.6374 4.7643
C -0.5694 -0.2912 6.0947
C 0.1051 0.8760 6.4032
C 0.6230 1.6353 5.3614
C 0.4158 1.2169 4.0675
N -0.2973 0.1093 3.7482
C -2.0357 -2.4915 1.4402
C -2.9374 -3.4257 0.9766
C -4.0258 -2.9826 0.2348
C -4.1469 -1.6278 -0.0366
C -3.1918 -0.7524 0.4438
N -2.1643 -1.1756 1.2021
H -0.9333 -0.9458 6.8759
H 0.2523 1.1679 7.4350
H 1.1881 2.5381 5.5456
H 0.8306 1.7741 3.2423
H -2.7939 -4.4737 1.2042
H -4.7627 -3.6875 -0.1284
H -4.9732 -1.2431 -0.6183
H -3.2429 0.3037 0.2276
O 1.5972 0.1649 1.7658
S 2.7282 -0.8632 1.4727
C 4.1227 0.1946 0.9671
C 5.2229 0.0024 2.0108
C 4.5136 -0.1809 3.3480
C 3.4528 -1.2444 3.0881
H 3.6976 1.1995 0.9919
H 4.4068 -0.0609 -0.0515
H 5.8917 0.8618 2.0052
H 5.8220 -0.8781 1.7739
H 4.0466 0.7516 3.6717
H 5.1936 -0.5043 4.1344
H 2.6305 -1.2948 3.8025
H 3.8901 -2.2404 2.9811
C -2.8358 3.9310 2.2870
C -3.4479 2.7186 2.5689
C -2.7710 1.5410 2.3232
N -1.5296 1.5372 1.7965
C -0.9199 2.7165 1.5532
C -1.5437 3.9248 1.7784
H -3.3495 4.8648 2.4762
H -4.4417 2.6746 2.9931
H -3.2017 0.5876 2.5832
H 0.0913 2.6669 1.1696
H -1.0165 4.8441 1.5642
N 0.5544 -1.4339 -5.4430
C 0.5445 -0.9978 -6.7661
C 0.8218 -1.5989 -7.9549
C 0.6620 -0.7850 -9.1149
C 0.2269 0.5585 -9.0653
C -0.0580 1.1514 -7.8704
C 0.0959 0.3562 -6.6831
N -0.1426 0.6940 -5.4148
C 0.1446 -0.3983 -4.6900
C 0.0014 -0.3895 -3.2231
C -0.4223 0.7899 -2.6145
C -0.5679 0.8326 -1.2422
N -0.3181 -0.2231 -0.4511
C 0.0887 -1.3619 -1.0380
C 0.2608 -1.4862 -2.4036
H 0.8460 -2.3475 -5.1308
H 1.1442 -2.6272 -8.0513
H 0.8900 -1.2249 -10.0782
H 0.1286 1.1088 -9.9906
H -0.3847 2.1796 -7.7911
H -0.6369 1.6661 -3.2105
H -0.9003 1.7417 -0.7629
H 0.2857 -2.2031 -0.3851
H 0.5910 -2.4408 -2.7901

Results of the Mulliken charge analysis, in e, for atoms 1 through 2: 1.076 -0.025


Record 3
DFT (ωB97M-V/def2-TZVPD) results for C28H29NOP2Ti as an isolated structure at a distorted geometry.

## Properties
- total charge = +1
- ⟨S²⟩ = 0.76
- multiplicity = 2
- LUMO energy (spin up / spin down) (eV) = -4.43 / -4.39

CARTESIAN COORDINATES (ANGSTROEM)
C -1.2374 3.7133 -2.9017
C -1.0379 2.3863 -2.5148
C 0.2682 1.8501 -2.5111
C 1.3107 2.6158 -3.1281
C 1.0560 3.9362 -3.5762
C -0.1934 4.4995 -3.3838
C 2.5647 2.0139 -3.2596
C 2.7275 0.6322 -3.1104
C 1.6522 -0.1163 -2.5286
C 1.7315 -1.5292 -2.5201
C 2.9495 -2.1498 -2.8220
C 4.0515 -1.4127 -3.2652
C 3.9228 -0.0460 -3.4809
H -2.2453 4.1178 -2.8642
H 1.8698 4.4919 -4.0550
H -0.3799 5.5434 -3.6314
H 3.3835 2.5754 -3.7036
H 3.0051 -3.2353 -2.7436
H 5.0013 -1.9316 -3.4395
H 4.7400 0.5323 -3.9334
N 0.5900 0.6011 -1.9892
Ti 0.1906 0.2796 -0.0018
C -2.2169 1.5864 -2.0071
H -2.3390 0.6072 -2.5071
H -3.1285 2.1880 -2.1463
C 0.5569 -2.3805 -2.0686
H -0.3670 -2.1522 -2.6265
H 0.8153 -3.4368 -2.2340
P -1.9521 1.3402 -0.2187
P 0.3114 -2.0936 -0.2967
C 1.6469 -3.0568 0.4359
H 1.5370 -3.0219 1.5274
H 1.5959 -4.1001 0.0887
H 2.6265 -2.6371 0.1709
C -1.2254 -2.8736 0.1480
H -1.0897 -3.9611 0.1193
H -1.4380 -2.5286 1.1638
H -2.0328 -2.5659 -0.5268
C -2.0397 3.0315 0.4461
H -2.9937 3.5084 0.1616
H -1.9598 2.9516 1.5417
H -1.1982 3.6373 0.0717
C -3.3820 0.4351 0.3602
H -3.1707 0.1730 1.4050
H -4.2651 1.0859 0.2731
H -3.4975 -0.4811 -0.2377
C 2.0351 0.3844 0.8042
O 2.8429 0.0653 1.6227
H 1.6242 1.5550 0.3320
C -0.3499 -0.2723 1.8459
C -0.5898 -0.5765 3.0419
C -0.8825 -0.9200 4.3528
C -2.0775 -0.5834 5.0445
C -2.2178 -0.9768 6.3776
C -1.2183 -1.7031 7.0216
C -0.1241 -2.1579 6.2904
C 0.0442 -1.7859 4.9619
H -2.8858 -0.0801 4.5121
H -3.1140 -0.6969 6.9266
H -1.2890 -1.9161 8.0941
H 0.6333 -2.7841 6.7419
H 0.8544 -2.1752 4.3502

Results of the Mulliken charge analysis, in e, for atoms 1 through 2: -0.575 0.094


Record 4
DFT (ωB97M-V/def2-TZVPD) results for CH5BaO2 as an isolated structure at a distorted geometry.

## Properties
- energy above the lowest of the compared OMol25 structures with the same formula, charge and spin (eV) = 3.381
- total charge = 0
- ⟨S²⟩ = 0.75
- multiplicity = 2
- LUMO energy (spin up / spin down) (eV) = -0.17 / -0.16

CARTESIAN COORDINATES (ANGSTROEM)
O 0.8987 -0.3032 0.6691
Ba 2.3810 -1.2874 2.3441
H 0.5295 -1.0708 -0.5861
C -0.3690 0.8799 0.1237
H -1.2631 0.5515 0.6832
H 0.1277 1.8242 0.4053
H -0.8588 1.3511 -0.7467
O -0.2792 -0.8030 -1.5155
H -1.1668 -1.1424 -1.3771

Results of the Mulliken charge analysis, in e, for atoms 1 through 2: -0.689 0.565